Entry 1:
C26H19CdF5N4O5SSe as an isolated structure, computed with ωB97M-V/def2-TZVPD.

Last column: Löwdin charge in e.
Geometry (Å):
Cd -1.225 -0.281 -0.427  1.362
C -1.400 3.907 1.667  -0.088
C -2.410 3.009 1.001  -0.328
C -2.746 3.195 -0.339  -0.076
C -3.658 2.358 -0.964  -0.114
C -4.259 1.324 -0.254  -0.116
C -3.923 1.122 1.075  -0.101
C -3.006 1.964 1.696  -0.088
H -0.409 3.730 1.245  0.047
H -1.352 3.706 2.737  0.068
H -1.653 4.961 1.522  0.067
H -2.276 3.999 -0.897  0.103
H -3.882 2.477 -2.015  0.094
H -4.955 0.662 -0.748  0.100
H -4.357 0.295 1.621  0.097
H -2.735 1.791 2.731  0.108
S 0.519 0.822 1.172  0.558
C 1.885 0.697 0.104  -0.826
N 3.112 0.567 0.498  0.033
N 3.278 0.505 1.820  -0.038
C 4.518 0.355 2.380  -0.243
C 4.660 0.296 3.772  -0.042
C 5.911 0.155 4.345  -0.123
C 7.051 0.065 3.557  -0.140
C 6.915 0.122 2.174  -0.116
C 5.673 0.266 1.586  -0.037
N 1.807 0.728 -1.282  0.018
N 0.685 0.894 -1.783  -0.016
C 0.666 0.880 -3.193  -0.266
C -0.527 1.239 -3.810  -0.037
C -0.655 1.132 -5.185  -0.074
C 0.416 0.707 -5.955  -0.105
C 1.630 0.404 -5.346  -0.107
C 1.757 0.482 -3.973  -0.034
H 2.434 0.516 2.388  0.043
H 3.780 0.359 4.402  0.106
H 6.001 0.113 5.424  0.091
H 8.028 -0.049 4.009  0.082
H 7.792 0.048 1.542  0.092
H 5.554 0.310 0.513  0.094
H -1.368 1.539 -3.202  0.082
H -1.611 1.342 -5.645  0.105
H 0.303 0.588 -7.026  0.090
H 2.472 0.086 -5.950  0.090
H 2.679 0.215 -3.476  0.097
F -2.575 -6.620 1.515  0.064
C -2.440 -5.273 1.497  -0.163
C -1.251 -4.691 1.095  -0.159
F -0.225 -5.477 0.725  0.089
C -1.112 -3.324 1.121  -0.157
F 0.068 -2.781 0.757  0.051
C -2.140 -2.426 1.512  -0.361
O -1.999 -1.148 1.546  -0.207
C -3.310 -3.083 1.962  -0.152
F -4.342 -2.336 2.409  0.076
C -3.460 -4.451 1.939  -0.158
F -4.608 -5.014 2.371  0.078
O -3.081 0.127 -2.824  -0.527
Se -2.788 -1.423 -2.421  0.637
O -3.225 -2.431 -3.595  -0.508
O -1.133 -1.517 -2.127  -0.607
O -3.499 -1.734 -0.996  -0.503

The net charge is -2. For the HOMO energy, the calculation gives -2.5 eV. The energy above the lowest of the compared OMol25 structures with the same formula, charge and spin is 38.0 kJ/mol. For the HOMO-LUMO gap, the calculation gives 0.24086 hartree.

Entry 2:
C26H19N2O3Zn as an isolated structure, computed with ωB97M-V/def2-TZVPD.

Last column: Löwdin charge in e.
Geometry (Å):
Zn -0.806 0.780 -0.454  0.840
C -1.965 3.865 2.412  -0.008
C -1.210 3.125 1.497  -0.065
N -1.666 2.019 0.938  0.052
C -2.914 1.584 1.252  -0.130
C -3.736 2.259 2.150  -0.123
C -3.223 3.432 2.736  0.034
C -5.049 1.744 2.433  0.007
C -5.493 0.619 1.838  0.008
C -4.665 -0.097 0.905  -0.123
C -5.076 -1.274 0.249  0.034
C -4.233 -1.899 -0.630  -0.006
C -2.966 -1.350 -0.859  -0.058
N -2.560 -0.249 -0.254  0.051
C -3.390 0.378 0.616  -0.132
H -1.548 4.764 2.843  0.123
H -0.215 3.441 1.212  0.128
H -3.833 3.985 3.439  0.134
H -5.675 2.282 3.132  0.128
H -6.483 0.237 2.051  0.128
H -6.063 -1.675 0.445  0.134
H -4.523 -2.801 -1.147  0.123
H -2.269 -1.814 -1.546  0.134
O 0.889 -0.179 0.137  -0.070
C 1.891 -0.241 -0.961  -0.272
C 1.381 0.681 -2.104  -0.577
O 2.130 0.867 -3.025  0.130
O 0.150 1.115 -2.030  -0.090
C 1.945 -1.692 -1.407  -0.162
C 1.661 -2.088 -2.708  -0.003
C 1.673 -3.438 -3.046  -0.060
C 1.963 -4.399 -2.092  -0.075
C 2.249 -4.009 -0.789  -0.066
C 2.241 -2.667 -0.454  -0.040
C 3.191 0.316 -0.411  -0.155
C 4.411 -0.306 -0.639  -0.003
C 5.583 0.255 -0.148  -0.053
C 5.547 1.438 0.571  -0.069
C 4.332 2.076 0.788  -0.065
C 3.165 1.521 0.294  -0.028
H 1.312 -0.412 0.970  0.123
H 1.461 -1.351 -3.473  0.118
H 1.462 -3.732 -4.065  0.110
H 1.974 -5.447 -2.360  0.108
H 2.489 -4.751 -0.038  0.108
H 2.493 -2.378 0.561  0.121
H 4.454 -1.218 -1.216  0.124
H 6.528 -0.237 -0.336  0.111
H 6.463 1.871 0.950  0.109
H 4.300 3.011 1.331  0.107
H 2.222 2.038 0.440  0.108

The net charge is +1. For the HOMO energy, the calculation gives -11.5 eV. The energy above the lowest of the compared OMol25 structures with the same formula, charge and spin is 0.0 kJ/mol. For the HOMO-LUMO gap, the calculation gives 0.27166 hartree.

Entry 3:
C26H19N3O4PdS as an isolated structure, computed with ωB97M-V/def2-TZVPD.

Last column: Löwdin spin population.
Geometry (Å):
Pd -0.845 0.232 -0.350  1.369
C -1.493 0.032 -3.629  0.004
O -0.507 0.099 -2.583  0.071
C 0.822 0.094 -2.924  0.046
C 1.257 0.107 -4.237  -0.005
C 2.618 0.093 -4.508  0.064
C 3.553 0.065 -3.478  -0.002
C 3.125 0.052 -2.170  0.046
C 1.757 0.067 -1.871  0.023
N 1.277 0.057 -0.551  0.297
N 2.137 -0.047 0.363  -0.039
C 1.854 -0.113 1.693  0.206
C 0.516 -0.254 2.313  0.076
O -0.566 -0.252 1.685  0.225
C 0.442 -0.415 3.742  0.020
C 1.542 -0.394 4.510  0.002
C 2.860 -0.234 3.944  0.049
C 3.977 -0.213 4.764  0.013
C 5.250 -0.073 4.221  0.126
C 5.411 0.041 2.842  -0.014
C 4.314 0.021 2.010  0.111
C 3.006 -0.111 2.536  0.018
H -1.453 0.930 -4.243  0.000
H -2.451 -0.035 -3.122  0.001
H -1.334 -0.858 -4.236  0.001
H 0.553 0.130 -5.054  -0.001
H 2.949 0.105 -5.537  0.003
H 4.610 0.057 -3.701  -0.001
H 3.837 0.036 -1.360  0.002
H -0.552 -0.531 4.151  0.000
H 1.462 -0.498 5.585  0.000
H 3.852 -0.307 5.835  -0.001
H 6.114 -0.057 4.871  0.006
H 6.401 0.143 2.420  -0.003
H 4.451 0.108 0.944  0.005
S -4.517 3.152 -0.864  0.072
C -3.048 4.047 -0.613  0.397
C -1.814 3.444 -0.437  0.069
C -1.602 2.141 -0.109  0.542
C -4.013 1.640 -0.242  0.038
C -4.487 -0.707 -0.231  0.001
C -5.552 -1.538 0.056  0.002
C -5.283 -2.893 0.115  0.000
C -3.986 -3.333 -0.120  0.002
C -3.010 -2.399 -0.398  0.004
N -3.244 -1.078 -0.455  0.015
H -3.152 5.102 -0.820  0.018
H -0.932 4.052 -0.614  -0.002
H -6.540 -1.130 0.213  0.000
H -6.075 -3.596 0.336  0.000
H -3.734 -4.383 -0.089  0.000
H -1.988 -2.710 -0.580  0.002
O -2.919 1.454 0.357  0.110
O -4.854 0.657 -0.379  0.014

The net charge is +2. Its multiplicity is 5. For the HOMO energy (alpha / beta), the calculation gives -13.4 / -14.2 eV. The energy above the lowest of the compared OMol25 structures with the same formula, charge and spin is 16.0 kJ/mol. For the HOMO-LUMO gap (alpha / beta), the calculation gives 0.25202 / 0.20949 hartree.

Entry 4:
C26H20BrCaN2O2 as an isolated structure, computed with ωB97M-V/def2-TZVPD.

Last column: Löwdin charge in e.
Geometry (Å):
Ca 0.451 0.103 -0.517  1.256
Br 3.473 -0.922 -0.675  0.757
C 3.771 -1.089 1.211  -0.588
C 5.044 -1.390 1.594  -0.159
C 5.337 -1.528 2.967  -0.103
C 4.347 -1.362 3.891  -0.058
C 3.022 -1.050 3.495  -0.184
C 2.001 -0.887 4.461  -0.071
C 0.730 -0.592 4.061  -0.104
C 0.435 -0.441 2.686  -0.170
C 1.366 -0.577 1.673  -0.214
C 2.689 -0.896 2.114  -0.256
H 5.821 -1.521 0.853  0.086
H 6.348 -1.766 3.273  0.094
H 4.559 -1.469 4.949  0.103
H 2.249 -1.004 5.510  0.098
H -0.057 -0.469 4.798  0.092
H -0.598 -0.198 2.436  0.080
C -3.310 -4.537 -0.014  -0.142
C -2.072 -4.139 0.482  -0.118
C -1.473 -2.972 0.048  -0.047
C -2.082 -2.140 -0.914  -0.323
C -3.333 -2.562 -1.408  -0.057
C -3.927 -3.732 -0.963  -0.122
N -1.416 -1.020 -1.353  -0.113
C -2.101 0.058 -1.886  -0.365
C -3.329 0.541 -1.386  -0.047
C -3.869 1.729 -1.838  -0.104
C -3.218 2.496 -2.803  -0.128
C -2.018 2.034 -3.319  -0.112
C -1.478 0.831 -2.883  -0.077
H -3.780 -5.449 0.331  0.081
H -1.568 -4.746 1.226  0.093
H -0.511 -2.674 0.457  0.087
H -3.831 -1.963 -2.161  0.101
H -4.888 -4.024 -1.374  0.090
H -3.834 -0.021 -0.609  0.109
H -4.805 2.078 -1.416  0.094
H -3.644 3.432 -3.143  0.085
H -1.496 2.605 -4.079  0.099
H -0.554 0.466 -3.320  0.103
O -0.343 2.207 0.101  -0.101
C 0.408 2.781 -0.708  -0.553
C 0.396 4.276 -0.980  -0.089
C 1.511 4.435 -2.006  -0.095
C 1.958 2.992 -2.295  -0.515
O 2.789 2.700 -3.129  0.033
N 1.304 2.118 -1.462  0.023
H 0.549 4.822 -0.050  0.115
H -0.592 4.539 -1.363  0.115
H 2.369 4.990 -1.626  0.112
H 1.200 4.907 -2.937  0.110

The net charge is -1. For the HOMO energy, the calculation gives -4.1 eV. The energy above the lowest of the compared OMol25 structures with the same formula, charge and spin is 0.0 kJ/mol. For the HOMO-LUMO gap, the calculation gives 0.25111 hartree.